Density functional theory data (ωB97M-V/def2-TZVPD) for 2 unconnected molecules or ions with the total composition C4H9N in a non-equilibrium geometry.

Each line ends with the Mulliken charge.
Cartesian coordinates (Å):
C -0.759 -1.793 1.814  -0.63
C -0.730 -0.462 1.715  -0.09
C -1.733 0.560 1.250  -0.88
H -0.260 -2.184 2.692  0.23
H -1.406 -2.429 1.231  0.28
H 0.186 0.050 2.019  0.27
H -2.326 0.846 2.113  0.24
H -1.212 1.461 0.918  0.29
H -2.279 0.278 0.346  0.30
C 1.861 1.030 -2.958  -0.23
N 2.830 0.682 -2.219  -0.49
H 1.832 2.004 -3.443  0.25
H 1.113 0.293 -3.259  0.21
H 2.884 -0.336 -2.219  0.26

## Properties
energy above the lowest of the compared OMol25 structures with the same formula, charge and spin	232.7	kJ/mol
molar mass	71.12	g mol⁻¹
SMILES	C=CC.C=N
E_tot	-5781.4000	eV
gap between HOMO and LUMO	10.068	eV

***

Density functional theory data (ωB97M-V/def2-TZVPD) for a single C4H9N molecule in a non-equilibrium geometry.

Each line ends with the Mulliken charge.
Cartesian coordinates (Å):
C -0.546 1.519 0.342  -1.15
C 0.330 0.516 -0.465  0.20
C -0.342 -0.793 -0.935  -0.58
C 0.227 -1.436 0.375  -0.44
N 1.206 -0.280 0.413  -0.52
H -1.226 0.962 1.038  0.27
H -1.190 2.193 -0.324  0.30
H 0.205 2.091 0.925  0.30
H 0.893 1.046 -1.252  0.30
H -1.413 -0.742 -1.158  0.29
H 0.185 -1.269 -1.763  0.26
H 0.716 -2.409 0.237  0.28
H -0.464 -1.472 1.210  0.25
H 1.419 0.074 1.357  0.23

## Properties
energy above the lowest of the compared OMol25 structures with the same formula, charge and spin	91.5	kJ/mol
molar mass	71.12	g mol⁻¹
SMILES	C[C@@H]1CCN1
E_tot	-5782.8637	eV
gap between HOMO and LUMO	10.028	eV

***

Density functional theory data (ωB97M-V/def2-TZVPD) for a molecular structure, C4H9N in a non-equilibrium geometry.

Each line ends with the Mulliken charge.
Cartesian coordinates (Å):
C -1.679 -1.057 0.254  -1.11
C -0.205 -0.715 0.222  0.34
N 0.590 -1.600 -0.283  -0.73
H 1.554 -1.283 -0.376  0.25
H 0.031 -0.326 1.350  0.22
H -2.275 -0.209 0.591  0.31
H -1.999 -1.368 -0.741  0.34
H -1.848 -1.876 0.951  0.32
C 0.308 1.156 -0.262  -0.35
C 1.615 1.451 -0.437  -0.67
H 2.379 1.102 0.243  0.30
H -0.407 1.423 -1.034  0.28
H -0.103 1.369 0.826  0.26
H 2.040 1.933 -1.304  0.24

## Properties
energy above the lowest of the compared OMol25 structures with the same formula, charge and spin	436.5	kJ/mol
molar mass	71.12	g mol⁻¹
E_tot	-5779.2878	eV
gap between HOMO and LUMO (alpha / beta)	7.664 / 7.407	eV

***

Density functional theory data (ωB97M-V/def2-TZVPD) for a single C4H9N molecule in a non-equilibrium geometry.

Each line ends with the Mulliken charge.
Cartesian coordinates (Å):
C 0.721 -1.296 -1.525  -1.20
C -0.053 -0.182 -0.855  -0.26
C -0.104 0.289 0.381  0.66
C -1.034 1.438 0.747  -1.32
N 0.773 -0.107 1.427  -0.58
H 0.097 -2.188 -1.574  0.27
H 1.061 -1.039 -2.527  0.32
H 1.637 -1.527 -0.978  0.32
H -0.710 0.256 -1.600  0.28
H -1.311 1.430 1.804  0.38
H -1.962 1.400 0.190  0.34
H -0.401 2.320 0.619  0.29
H 0.781 -1.111 1.578  0.23
H 0.505 0.317 2.311  0.26

## Properties
energy above the lowest of the compared OMol25 structures with the same formula, charge and spin	38.8	kJ/mol
molar mass	71.12	g mol⁻¹
SMILES	C/C=C(/C)N
E_tot	-5783.4096	eV
gap between HOMO and LUMO	9.181	eV

***

Density functional theory data (ωB97M-V/def2-TZVPD) for a gas-phase ion, C4H9N (charge +1) in a non-equilibrium geometry.

Each line ends with the Mulliken spin population.
Cartesian coordinates (Å):
C -1.509 0.205 1.339  0.01
C -0.967 -0.643 0.143  0.03
C 0.671 -0.621 -0.119  0.09
C 1.863 0.993 -1.320  -0.05
N 1.237 0.712 -0.238  0.78
H -2.405 0.875 0.974  0.00
H -1.712 -0.488 2.154  0.00
H -0.573 0.823 1.752  0.00
H -1.380 -0.148 -0.700  0.00
H -1.363 -1.641 0.108  0.00
H 0.895 -1.152 -1.097  0.06
H 1.168 -1.189 0.656  0.01
H 2.049 2.096 -1.601  0.03
H 2.025 0.177 -2.051  0.05

## Properties
<S²>	0.76
energy above the lowest of the compared OMol25 structures with the same formula, charge and spin	360.8	kJ/mol
molar mass	71.12	g mol⁻¹
multiplicity	2
E_tot	-5772.6974	eV
total charge	+1
gap between HOMO and LUMO (alpha / beta)	10.564 / 6.735	eV

***

Density functional theory data (ωB97M-V/def2-TZVPD) for a molecular structure, C4H9N2 in a non-equilibrium geometry.

Each line ends with the Mulliken charge.
Cartesian coordinates (Å):
C 0.111 1.602 -0.280  -0.29
C 0.543 0.227 -0.288  -0.30
C -0.839 0.004 0.473  0.44
C -1.799 -0.993 -0.049  -1.65
N -1.067 1.442 0.197  -0.45
N 1.921 -0.119 0.264  -0.14
H 0.535 2.505 -0.589  0.43
H 0.688 -0.230 -1.906  0.35
H -0.443 -0.194 1.585  0.24
H -1.426 -1.941 0.132  0.39
H -2.120 -0.881 -1.003  0.42
H -2.648 -1.086 0.463  0.50
H 2.549 0.563 -0.093  0.34
H 2.170 -1.022 -0.092  0.37
H 1.824 0.123 1.186  0.34

## Properties
energy above the lowest of the compared OMol25 structures with the same formula, charge and spin	570.4	kJ/mol
molar mass	85.13	g mol⁻¹
E_tot	-7262.2304	eV
total charge	+1
gap between HOMO and LUMO	10.029	eV

***

Density functional theory data (ωB97M-V/def2-TZVPD) for a molecular structure, C4H9N2 in a non-equilibrium geometry.

Each line ends with the Mulliken charge.
Cartesian coordinates (Å):
C -1.492 -1.145 -0.268  -0.24
C -0.662 -1.662 0.645  -0.51
C 0.095 -0.339 0.617  0.51
C -0.968 1.422 -0.755  -0.82
N -0.601 0.048 -0.380  0.06
N 1.133 0.211 1.152  -0.26
H -2.450 -1.290 -0.847  0.39
H 3.013 -0.664 -0.874  0.29
H -0.382 -2.588 1.123  0.37
H 2.391 -0.268 -0.708  -0.29
H -1.890 1.375 -1.276  0.32
H -0.048 1.986 -1.264  0.27
H -1.201 2.106 0.147  0.34
H 1.357 1.179 0.955  0.28
H 1.705 -0.372 1.731  0.27

## Properties
energy above the lowest of the compared OMol25 structures with the same formula, charge and spin	436.2	kJ/mol
molar mass	85.13	g mol⁻¹
E_tot	-7263.6213	eV
total charge	+1
gap between HOMO and LUMO	9.083	eV

***

Density functional theory data (ωB97M-V/def2-TZVPD) for a gas-phase ion, C4H9N2 (charge +1) in a non-equilibrium geometry.

Each line ends with the Mulliken charge.
Cartesian coordinates (Å):
C 0.994 -1.187 0.135  -1.37
C 0.295 0.271 -0.433  0.46
C 1.023 1.420 0.177  -1.32
N -0.954 0.150 0.018  0.63
N -1.967 0.813 0.343  -0.56
C -2.174 -0.522 -0.161  -0.11
H 0.685 -1.489 1.086  0.47
H 0.875 -1.944 -0.591  0.43
H 2.031 -1.102 0.265  0.40
H 0.421 0.012 -1.562  0.29
H 0.640 2.440 0.195  0.41
H 2.040 1.758 -0.236  0.35
H 1.256 1.234 1.283  0.36
H -2.357 -1.329 0.488  0.26
H -2.807 -0.523 -1.006  0.31

## Properties
energy above the lowest of the compared OMol25 structures with the same formula, charge and spin	564.2	kJ/mol
molar mass	85.13	g mol⁻¹
SMILES	CC(C)[N+]1=NC1
E_tot	-7262.2945	eV
total charge	+1
gap between HOMO and LUMO	9.601	eV

***

> What is the formula in the first record?

C4H9N

***

> Which of these has the highest energy above the lowest of the compared OMol25 structures with the same formula, charge and spin?

number 6